DFT (ωB97M-V with the def2-TZVPD basis set) results for a cluster of 11 separate species, C51H125N11O5 in total in a non-equilibrium geometry.

Calculated values
**E_HOMO**: -0.2947 hartree
**LUMO energy**: -0.06 eV
**SMILES string**: CCN(CC)CC.CCN(CC)CC.CCN(CC)CC.CCN(CC)CC.CCN(CC)CC.CCN(CC)CC.CNC(C)=O.CNC(C)=O.CNC(C)=O.CNC(C)=O.CNC(C)=O

Each line ends with the Mulliken charge.
Cartesian coordinates (Å):
O 2.22106 -1.28879 0.24191  -0.658
O -2.84057 2.41557 -4.65625  -0.653
O -7.04624 2.89006 0.35998  -0.632
O -2.60316 -4.33355 4.70746  -0.673
O 2.31168 -8.94306 0.93662  -0.681
N 2.28816 -1.48060 7.74366  0.254
N -1.09539 -7.18148 -5.15656  0.169
N 2.25448 1.61858 -7.35736  0.081
N -5.18814 1.88529 -0.39591  -0.134
N -9.00408 -3.38131 0.64839  -0.030
N -2.22498 4.33618 -5.63481  -0.130
N 2.42409 -7.28796 -0.52841  -0.126
N 8.98526 5.52132 4.23130  0.014
N -1.48905 -2.95316 6.08762  -0.152
N 0.08505 7.78079 0.44211  -0.014
N 0.38522 0.01652 -0.19860  -0.086
C 2.80036 -3.72241 8.66840  -1.257
C 0.65232 9.78202 1.85908  -1.360
C -4.88816 1.13531 0.84641  -0.790
C -1.92147 5.18791 -6.75991  -0.868
C 2.10205 -0.18028 9.92207  -1.282
C 3.56601 2.36076 -7.66416  -0.494
C -2.19447 -5.70092 -3.41230  -1.233
C -6.23771 2.67063 -0.51960  0.591
C -0.25807 -1.04059 -0.98977  -0.988
C -10.25210 -3.70957 -1.54645  -0.989
C 9.31903 6.96627 4.53530  -0.678
C -9.74158 -2.76606 -0.46852  -0.649
C -6.46983 3.36022 -1.88856  -0.935
C 7.81111 4.04293 2.61353  -1.374
C 0.61415 -0.11546 -8.31835  -1.298
C 8.99102 4.52235 5.38687  -0.348
C -7.66256 -3.91521 0.12723  -0.321
C -0.08930 -6.71745 -7.50241  -1.256
C 2.41454 1.03998 0.97237  -0.958
C 8.13392 7.69293 5.21201  -0.936
C -1.10039 -6.35736 -6.41830  -0.248
C -6.67193 -4.25117 1.20220  -1.437
C 3.33527 -2.45866 8.13999  -0.577
C -2.53599 -3.02880 7.21040  -0.913
C -0.77076 -8.57203 -5.27185  -0.783
C 0.35419 9.25395 0.46295  -0.531
C 1.60659 -0.18884 0.32127  0.652
C 0.22926 7.38302 -0.98856  -0.405
C -1.60791 5.99742 0.94466  -1.410
C 7.90233 5.39986 3.23399  -0.357
C 2.76812 -6.01726 -1.14798  -0.692
C -2.77389 3.11952 -5.67364  0.757
C -1.75667 -9.43056 -5.97166  -1.023
C 1.62172 0.53778 6.49280  -1.177
C -3.34998 2.61643 -7.03749  -1.333
C 2.62925 2.24922 -4.90589  -1.215
C 2.17156 1.17318 -5.91625  -0.438
C 4.10534 -7.44897 1.36153  -0.962
C 10.25925 4.47078 6.21780  -1.321
C -0.29436 -3.68656 4.05383  -1.039
C 3.80597 2.69975 -9.14893  -1.364
C 2.79540 -0.25427 7.05019  -0.685
C -1.19939 7.52277 1.18694  -0.348
C -9.73589 -4.42113 1.24422  -0.435
C -2.31476 -6.95592 -4.40420  -0.667
C -1.59037 -3.67746 4.96586  0.751
C 2.91805 -7.90655 0.54781  0.667
C 1.43489 -1.08083 8.92311  -0.812
C 1.71440 7.05727 -1.28865  -1.193
C 1.97822 0.44983 -8.28830  -0.323
C -10.98648 -3.95025 2.05299  -1.302
H -9.99923 -5.28453 0.63324  0.382
H -11.45550 -4.82189 2.50947  0.396
H 2.25790 0.66659 -9.31926  0.299
H -9.07419 -4.91188 1.95796  0.384
H 3.35208 -6.14766 -2.05907  0.261
H 11.07663 4.23349 5.53686  0.319
H 3.10928 1.37357 0.20156  0.262
H 1.36972 0.16362 10.65250  0.413
H 3.67371 2.50661 -5.08182  0.328
H 3.53536 -0.56809 6.31393  0.539
H 0.08106 0.97782 -0.13955  0.218
H 10.55715 5.39478 6.71336  0.318
H 0.98641 -1.89307 9.49513  0.548
H 1.21109 1.31327 7.13942  0.311
H 0.92750 -6.67150 -7.11241  0.298
H 2.62553 1.86565 -3.88561  0.362
H -5.62146 -4.19913 0.91598  0.396
H 3.38519 0.37819 7.71369  0.357
H 1.73340 1.83284 1.28142  0.337
H 8.89406 3.55855 4.88708  0.317
H -3.09051 -3.96631 7.16967  0.332
H 0.31773 -0.44207 -7.32157  0.333
H 0.85875 10.85223 1.87058  0.405
H -2.25836 5.69142 1.76403  0.441
H -1.96550 8.28529 1.04642  0.383
H -0.41509 -7.71088 -7.81072  0.264
H 4.34167 1.73587 -7.22151  0.419
H -7.29565 -3.18095 -0.58995  0.479
H 4.68497 3.33585 -9.25300  0.401
H 1.09319 1.04642 -5.82056  0.318
H -7.73818 -4.88663 -0.36136  0.178
H 7.46130 4.16739 1.58871  0.371
H 4.07536 -7.80975 2.38966  0.288
H 0.22993 -8.77635 -5.65261  0.382
H -6.23750 4.41197 -1.72139  0.241
H 1.12900 9.50337 -0.26202  0.455
H 2.57755 0.72975 9.55621  0.274
H 2.96674 3.19442 -9.63790  0.322
H -2.16108 4.74601 -7.72708  0.308
H 2.21623 1.07672 5.75510  0.413
H -10.61528 -2.40141 0.07166  0.333
H -11.21135 -4.19266 -1.36061  0.256
H 6.97722 3.45958 3.00392  0.342
H 3.68681 -4.35181 8.74698  0.438
H 8.03423 7.27771 6.21489  0.235
H -2.67480 2.47640 -7.88166  0.313
H -3.98914 1.73372 -7.01741  0.338
H -2.79020 -9.20465 -5.70927  0.278
H -1.02036 7.52266 2.26214  0.285
H 7.20352 7.50642 4.67567  0.263
H -9.29352 -1.87149 -0.90107  0.425
H -0.13609 -6.00691 -8.32766  0.401
H -11.66058 -3.39939 1.39705  0.318
H 3.21573 -5.32759 -0.43237  0.262
H 4.12225 -2.12398 8.81583  0.386
H 2.43906 7.73932 -0.84393  0.304
H -3.12890 -6.67754 -5.07336  0.345
H -3.16787 -2.14065 7.20516  0.267
H -1.60171 4.53036 -4.86414  0.250
H 0.84098 -0.02146 5.97725  0.224
H 0.28241 -4.60452 4.16701  0.299
H 1.79324 -5.65680 -1.47629  0.224
H 8.73272 3.46103 2.62473  0.327
H -6.79534 -3.43413 1.91305  0.312
H -5.94677 3.03896 -2.78927  0.340
H 3.88861 -2.76299 7.25156  0.421
H -5.53607 0.28771 1.06976  0.258
H -0.98572 -1.69483 -0.50957  0.293
H -1.76237 -4.85630 -3.94895  0.303
H -0.18283 0.54571 -8.65862  0.245
H 2.68475 -3.58278 9.74323  0.288
H -10.52301 -3.12851 -2.42798  0.405
H 0.42023 -1.84994 -1.25989  0.331
H 9.59867 7.35530 3.55624  0.377
H -0.60010 -2.55998 6.36201  0.226
H 4.15629 -6.36064 1.39366  0.309
H 0.52614 -1.09363 -8.79114  0.410
H -1.62981 -10.45621 -5.62519  0.395
H -0.60746 -0.56780 -1.90765  0.348
H -1.90339 -3.10053 8.09515  0.312
H -3.17693 -5.51751 -2.97727  0.374
H -0.81191 -5.38097 -6.02902  0.259
H -2.64478 -7.77210 -3.76153  0.485
H 8.00504 6.22436 2.52848  0.451
H -7.53683 3.22189 -2.06318  0.275
H 10.02266 3.65728 6.90362  0.399
H -4.08078 3.31586 -7.44348  0.425
H -0.10376 8.19627 -1.63341  0.300
H 0.50623 -2.94753 4.08489  0.269
H -3.92045 0.65774 0.69290  0.281
H 4.05455 1.81264 -9.73146  0.342
H -0.42836 9.90087 0.06646  0.343
H -0.62898 -3.72236 3.01707  0.306
H 2.78605 -0.83539 10.46159  0.288
H 2.59638 0.19190 -5.70477  0.287
H 2.05514 6.85336 -2.30374  0.388
H -0.83203 5.15461 -6.77103  0.334
H 1.88673 6.07182 -0.85588  0.270
H 8.13405 8.77573 5.33706  0.396
H -1.61046 -9.50914 -7.04895  0.268
H -0.07833 9.55940 2.63669  0.295
H 1.95671 -4.09734 8.08895  0.234
H 6.91555 5.51479 3.68251  0.228
H 1.63697 -7.74246 -0.96884  0.207
H -6.93195 -5.26164 1.51754  0.335
H 10.20977 6.98598 5.16322  0.322
H 2.02743 3.15748 -4.93664  0.278
H -0.81021 5.26260 1.05347  0.328
H -0.67663 -8.84973 -4.22203  0.434
H 5.01179 -7.83159 0.89244  0.244
H 8.15371 4.77791 6.03627  0.335
H 0.57382 -0.64259 8.41852  0.416
H -1.57667 -5.96143 -2.55290  0.258
H 3.71074 3.32530 -7.17753  0.374
H -10.73334 -3.33393 2.91565  0.300
H -9.47083 -4.44043 -1.75515  0.264
H 2.63760 -0.40743 -8.15247  0.331
H 2.89421 0.55903 1.82484  0.249
H -0.28124 6.43677 -1.16777  0.372
H -2.41719 6.15489 -6.67435  0.261
H 1.50931 9.39002 2.40680  0.349
H -4.86977 1.72589 1.76236  0.268
H -2.08513 -6.25642 -6.87460  0.298
H -2.20572 5.84602 0.04588  0.340
H -4.72239 1.75089 -1.28197  0.238

Atomic forces in eV per Å
-1.6943 2.3511 0.2706
0.0928 0.6677 -1.1337
-0.0202 -0.0034 0.5720
1.3270 0.7426 -0.1959
1.2295 1.5435 -0.6595
0.6343 -0.3147 1.4434
0.1110 0.7711 -1.3839
0.8048 0.0077 -0.4399
0.9963 -1.0161 0.6018
2.8368 0.2892 -2.4195
0.1927 0.6746 -0.2515
0.5029 0.8567 -0.7642
0.9796 0.3071 0.5307
-1.2336 0.3016 1.8580
-0.3983 1.9665 -0.1755
0.3717 -0.6099 0.4294
0.7009 -0.3152 1.6169
0.7729 0.1323 1.0278
0.5635 -0.4883 -0.7214
0.5815 -0.7340 -0.5407
-0.2045 -0.0015 0.7736
-0.8040 -0.9894 -0.4108
0.0792 -1.6212 -0.6271
-1.6902 1.1806 -0.9791
0.1654 -0.0167 -0.5354
-0.0260 0.2264 -0.5465
-0.9101 -1.3463 -0.1596
-1.6377 -0.0035 1.2672
-0.1229 -0.2052 0.5655
-0.4982 -0.6727 -1.2107
-1.7801 -0.5685 1.4370
-0.3640 2.1933 -1.7645
-0.8921 0.2112 -0.3303
-0.5741 -0.3530 0.8375
-1.8413 -1.8902 -0.7960
-0.0354 -0.2812 0.0526
0.8020 0.7181 1.2683
-0.1381 1.0065 0.4833
0.1957 1.0976 -1.8053
2.0404 -0.2310 -1.1088
0.6042 -0.0815 1.0398
0.4473 -0.4073 0.8176
3.2379 -1.4182 0.2809
0.6335 -0.3705 0.4880
-1.0722 1.2698 0.6685
0.2771 0.1136 1.8162
-0.6877 -0.4013 0.0250
-0.8677 -2.4758 0.3134
-0.6386 -1.5744 -0.2171
1.5456 0.8209 -0.9598
-0.8503 0.6032 -0.1663
0.4090 -0.6151 -0.3647
-1.1426 1.3020 -0.8556
0.0465 0.7795 -0.5972
-0.1631 0.0163 -0.9427
-0.6997 -0.6388 -0.4443
0.2852 -0.9073 0.1213
-0.8642 -1.7500 1.4279
1.3812 -2.7647 -0.7205
-0.9483 -1.0084 2.5363
0.0034 2.3390 1.2563
0.4103 -0.8400 -0.7968
-1.8193 -3.1374 1.9831
-0.3155 0.3762 -1.8039
0.2359 -0.8353 0.6458
1.7765 0.7681 -0.4334
0.7924 -0.3845 -0.3120
-0.3580 0.0968 -0.8769
-0.3271 -0.0827 -0.3993
-0.1099 0.8952 0.0414
0.1242 0.1694 0.3375
0.4039 0.0833 0.1921
0.1737 -0.3604 0.2224
0.0919 0.0385 0.2932
-0.1175 -0.0796 0.1021
-0.0260 0.1733 -0.0572
-0.4476 -0.2066 -0.4137
-0.5529 -0.4153 -0.3642
-0.4203 -0.0802 0.2670
0.4429 -0.5857 -0.4373
-0.0749 -0.3751 0.2691
0.0017 -0.4297 -0.0356
-0.3174 -0.1637 -0.0170
-0.1271 -0.2666 -0.4295
-0.0062 0.2242 0.2595
0.1939 0.1255 0.0396
-0.4317 -0.0484 0.3561
-0.0803 0.2832 -0.4536
-0.1211 0.3761 0.4475
-0.4083 0.1527 -0.2154
-0.3541 0.2307 0.0766
-0.3581 -0.2276 -0.6440
0.7777 -0.0814 -0.5590
0.6402 -0.1244 -0.4530
0.0236 0.0317 0.0638
-0.0554 0.1790 0.2161
-0.0503 -0.1979 0.5121
-0.7811 0.0742 -0.8781
0.4288 -0.0332 -0.3584
-0.3637 -0.2049 -0.3211
0.1153 0.4961 -0.2901
-0.2422 0.0622 -0.1232
0.6305 -0.3428 0.4107
0.1644 -0.3003 -0.1862
-0.1212 0.0148 0.2671
-0.4677 -0.0850 0.2350
-0.7647 0.6248 -0.6358
-0.2099 0.5247 -0.3729
0.2458 -0.3500 0.6943
0.3223 -0.2029 0.6016
-0.2695 -0.8185 -0.7380
-0.1969 -0.0373 0.0775
0.5910 0.0476 0.4384
0.5773 -0.3188 0.9152
-0.0232 0.2865 -0.2785
0.5558 0.3950 -0.0408
0.0175 -0.2366 -0.0360
0.6380 -0.2843 0.2373
-0.2534 -0.1152 -0.0067
-0.2989 -0.2113 0.2806
0.0210 -0.0256 -0.2558
-0.0126 0.6697 0.3227
-0.2174 0.1373 0.0749
-0.3319 -0.3325 -0.1665
0.0001 -0.2381 0.0553
-0.5220 -0.3588 0.3727
0.1724 -0.1810 0.2086
-0.4485 -0.3980 0.3675
0.1972 0.6716 0.0213
-0.0197 0.1094 -0.0674
0.0765 -0.5627 0.8686
0.3566 -0.3241 0.3005
-0.0252 0.5511 -0.5195
-0.5841 0.2050 -0.4435
-0.7022 0.9694 0.5096
-0.2660 0.1279 0.2221
0.1693 0.0880 -0.2165
-1.3367 -0.1650 0.1101
0.5613 0.0338 -0.3121
0.8937 0.7412 -0.1112
-0.0923 0.4272 0.1079
-0.0513 -0.0690 -0.2452
0.2155 0.0775 -0.0628
0.4113 0.2720 -0.8120
0.0974 -0.2168 0.0367
-0.4226 -0.3354 0.0968
-0.3695 0.3824 0.3023
-0.1047 0.4285 -0.3195
-0.3462 0.4089 -0.2767
0.3151 -0.3962 -0.3896
0.2688 -0.1761 -0.1634
0.0365 0.3441 -0.0526
0.7358 0.1153 0.3587
0.1032 0.6608 0.1655
-0.4704 -0.1644 -0.2751
-0.6006 0.6861 0.6575
0.1929 0.2884 0.1212
-0.1605 -0.0789 -0.0694
-1.0300 -0.3993 -0.0773
-0.1766 0.0634 0.0286
0.4728 0.4857 0.1693
0.6181 -0.0699 -0.1927
-0.7072 0.6144 -0.4834
0.1209 1.1909 -0.2700
0.1998 0.0440 0.5477
0.7197 0.0770 -0.1784
-0.2364 0.4269 -0.0932
-0.8042 0.2735 -0.5305
0.1410 -0.2896 0.3987
-0.3371 0.5895 0.3350
0.1464 -0.3089 0.4485
0.4230 0.3022 0.8424
-0.0486 0.0319 -0.0076
-0.0257 -0.0752 -0.1734
0.4889 0.5144 -0.5006
-0.1325 -0.5594 0.0996
0.0863 0.0938 -0.0240
-0.4104 -0.5067 0.1620
-0.1447 0.4977 0.3383
0.3565 0.0152 -0.1669
-0.9878 -0.1091 0.5759
0.3139 0.3173 -0.2839
-0.2784 -0.1215 -0.4459
0.5402 -0.1547 0.9013
0.2428 0.4472 -0.1213
-0.4916 0.3786 -0.1396
0.4680 0.0919 -0.0169
0.6140 -0.5333 -0.7971
0.0260 0.4519 -0.4470
-0.3392 -0.2475 0.0772
0.3455 -0.0864 -0.1663
0.5299 -0.4993 0.5562